31
Properties=species:S:1:pos:R:3:forces:R:3 method="wB97M-V/def2-TZVPD" homo_ev=-9.179 spin_multiplicity=1 smiles="C=CCCCCCO.O.O.O" relative_energy_kj_mol=200.8 homo_lumo_gap_ev=9.339
C -1.249430 1.228094 -2.784697 0.676 1.315 -1.223
O -0.871955 2.059848 -3.909498 0.155 0.917 0.141
C -1.159900 1.918064 -1.428675 -0.701 -0.633 1.018
C -0.283366 1.162667 -0.398718 -0.949 0.997 -0.415
C -0.769781 1.256838 1.074686 1.367 -0.846 -0.838
C 0.390406 1.652314 2.043871 -1.158 -0.487 0.856
C 0.548140 0.598657 3.142032 0.402 0.191 -0.698
C 0.896855 -0.626245 2.779117 0.606 -1.046 0.071
H -2.309454 1.007535 -3.030867 0.872 -0.802 0.373
H -0.475214 0.451817 -2.855256 -0.973 -0.687 0.391
H -0.389235 2.841775 -3.591604 -0.271 -0.497 -0.119
H -2.165859 1.855816 -1.008439 -0.134 0.381 0.003
H -0.905307 2.974963 -1.473619 0.059 0.127 -0.272
H -0.456190 0.122462 -0.665942 1.077 -0.150 -0.158
H 0.741809 1.555102 -0.475856 -0.133 -0.829 -0.126
H -1.092760 0.226097 1.250015 0.125 0.248 0.656
H -1.671093 1.840618 1.206288 0.043 0.605 -0.008
H 1.405665 1.768913 1.648734 -0.465 -0.147 -0.737
H 0.144165 2.629861 2.429091 -0.025 0.312 0.510
H 0.481028 0.869232 4.187220 0.091 0.089 0.062
H 1.259933 -1.383588 3.464298 -0.475 0.121 0.636
H 0.979226 -1.042623 1.766909 -0.323 0.936 0.202
H 0.314507 -3.794808 2.106640 -0.976 -0.131 0.315
H -0.384910 -3.869622 0.848057 -0.545 -0.019 -0.248
O -0.599938 -3.965145 1.783122 1.560 0.225 -0.077
H 0.041999 -3.183644 -2.283599 -0.240 -0.180 0.053
H 0.829609 -2.207755 -3.157508 0.052 -0.120 0.379
O 0.827416 -2.637430 -2.287637 0.093 0.204 -0.716
H 1.614471 -2.100907 -0.833367 0.757 0.501 0.039
H 2.555744 -1.362247 0.361239 -0.506 -0.525 -1.090
O 1.753419 -1.846659 0.093961 -0.061 -0.074 1.018


46
Properties=species:S:1:pos:R:3:forces:R:3 method="wB97M-V/def2-TZVPD" homo_ev=-8.653 spin_multiplicity=1 smiles="CC(=O)Nc1cccc(C(=O)N[C@@H](C)c2ccc(-n3ccnc3)cc2)c1" relative_energy_kj_mol=17.6 homo_lumo_gap_ev=9.191
C -3.392777 -6.153941 0.938320 0.250 -0.020 -0.077
C -2.927568 -4.779672 0.499628 -0.266 -0.397 0.224
O -1.797713 -4.537932 0.153405 0.261 0.080 -0.119
N -3.937557 -3.856036 0.553505 -0.437 0.014 0.108
C -3.902343 -2.499495 0.224909 0.114 0.374 -0.092
C -2.838361 -1.915230 -0.453751 0.162 -0.017 -0.087
C -2.863560 -0.558508 -0.747806 -0.386 -0.155 0.082
C -3.959341 0.218325 -0.385374 0.161 0.039 -0.046
C -5.025867 -0.368867 0.272557 -0.040 -0.056 0.048
C -4.999112 -1.714849 0.581710 0.062 -0.011 -0.038
H -5.835801 -2.166344 1.097065 -0.075 -0.044 0.064
H -5.885620 0.225147 0.545098 -0.069 0.031 0.010
H -4.000560 1.266247 -0.644567 0.003 0.088 -0.032
C -1.713902 0.020580 -1.509317 -0.098 0.074 0.105
O -1.169375 -0.556703 -2.426593 0.113 -0.229 -0.102
N -1.342883 1.256449 -1.092990 0.090 0.406 0.114
H -1.799335 1.673373 -0.297951 -0.061 -0.139 -0.042
C -0.269033 1.997413 -1.714699 -0.012 0.105 -0.232
C 1.025151 1.935681 -0.931558 0.019 -0.134 -0.036
C 2.216846 2.261511 -1.569983 -0.117 0.012 0.148
C 3.415894 2.254246 -0.887169 0.103 -0.028 0.162
C 3.445405 1.917881 0.463512 -0.692 0.021 -0.369
C 2.259902 1.581836 1.106814 0.256 0.071 0.019
C 1.064614 1.591535 0.411900 0.014 0.001 -0.165
H 0.158029 1.318080 0.930486 -0.067 -0.048 0.032
H 2.270483 1.325152 2.155231 0.022 0.005 0.097
N 4.656995 1.923298 1.164233 0.441 0.029 0.203
C 5.710841 2.765452 0.976026 0.036 0.157 -0.068
N 6.684327 2.530206 1.804908 0.436 0.346 -0.148
C 6.271778 1.483801 2.570255 -0.291 -0.167 0.073
C 5.018543 1.098526 2.199059 0.144 -0.239 0.274
H 4.387244 0.308304 2.548428 -0.149 -0.141 0.026
H 6.901636 1.079932 3.336972 0.050 -0.158 0.171
H 5.708812 3.549974 0.246284 -0.125 0.144 -0.199
H 4.334770 2.490917 -1.401343 0.094 -0.018 -0.052
H 2.206290 2.511583 -2.620495 0.010 0.023 -0.143
C -0.697150 3.454999 -1.905259 -0.011 -0.242 -0.086
H -0.866610 3.925187 -0.937851 -0.004 0.089 0.097
H 0.077969 4.010602 -2.424842 0.073 0.100 -0.006
H -1.613836 3.504313 -2.488151 -0.078 0.024 -0.058
H -0.108336 1.523647 -2.690570 -0.017 0.105 0.178
H -1.989094 -2.505699 -0.755114 0.009 -0.025 -0.018
H -4.823108 -4.174590 0.922735 0.218 -0.033 -0.080
H -2.561259 -6.848807 0.869410 0.006 0.025 -0.003
H -3.747659 -6.122843 1.966584 -0.063 -0.017 0.075
H -4.201162 -6.498683 0.296799 -0.088 -0.044 -0.015


14
Properties=species:S:1:pos:R:3:forces:R:3 method="wB97M-V/def2-TZVPD" homo_ev=-8.373 spin_multiplicity=1 smiles="[H]/N=C(/N)N(C)N" relative_energy_kj_mol=129.2 homo_lumo_gap_ev=9.281
C 1.465877 0.252991 0.733877 -0.154 0.114 0.194
N 0.086293 0.417833 0.283635 0.141 0.425 0.275
C -0.334443 -0.182976 -0.879889 1.416 0.851 -1.904
N -0.912404 0.610439 1.287458 -0.350 0.101 0.308
N -1.310086 -1.109978 -0.733590 -1.027 -1.426 0.123
N 0.128925 0.067866 -2.058792 0.300 -0.050 1.045
H -1.098772 1.615508 1.350562 0.240 -0.233 -0.048
H -1.795786 0.231609 0.921974 0.561 -0.010 0.221
H -1.392756 -1.656336 -1.584703 -0.242 0.149 0.154
H -1.135728 -1.697890 0.074285 -0.258 -0.052 -0.076
H 0.803903 0.830924 -1.962621 -0.261 -0.068 -0.239
H 2.044751 -0.360685 0.034504 -0.309 0.193 -0.066
H 1.496968 -0.246827 1.708938 -0.155 0.114 -0.063
H 1.953260 1.227523 0.824363 0.097 -0.108 0.074


106
Properties=species:S:1:pos:R:3:forces:R:3 method="wB97M-V/def2-TZVPD" charge=-1 homo_ev="-4.086 / -4.750" spin_multiplicity=3 homo_lumo_gap_ev="5.766 / 6.344"
Mo 0.266019 -1.372759 0.189024 -1.588 0.562 0.276
C 1.971122 0.940247 -4.970367 -0.072 -0.085 0.163
C 0.916024 1.037145 -3.858996 0.034 0.011 -0.128
C 0.311333 2.443240 -3.840505 -0.018 -0.088 0.054
C -0.167897 -0.016862 -4.029030 0.035 -0.024 0.279
C -0.987908 0.103745 -5.143242 0.015 -0.035 -0.097
C -2.018916 -0.781841 -5.394780 -0.026 -0.033 0.004
C -2.250506 -1.801766 -4.494568 -0.074 0.054 -0.035
C -1.456051 -1.964040 -3.365687 0.193 -0.042 0.116
C -1.713771 -3.169432 -2.492826 -0.075 0.017 -0.187
C -1.201950 -4.431800 -3.189059 0.136 0.011 0.191
C -3.181080 -3.320090 -2.083823 0.106 0.029 0.022
C -0.388007 -1.081224 -3.118445 -0.224 0.100 -0.296
N 0.482184 -1.252087 -1.997279 0.581 0.060 0.166
C 1.759911 -1.571016 -2.338272 -0.603 -0.251 -0.529
O 2.151130 -1.980201 -3.428762 0.218 0.281 -0.031
C 2.738748 -1.380745 -1.228536 -0.245 -0.025 0.294
C 4.099644 -1.305091 -1.416172 0.250 0.048 0.025
C 4.923757 -1.072873 -0.319877 -0.278 -0.072 -0.027
C 4.345784 -0.953111 0.938010 0.221 -0.007 0.064
C 2.980072 -1.060634 1.071545 -0.175 -0.062 -0.387
N 2.183826 -1.251223 -0.005436 2.939 0.362 -0.291
C 2.251822 -0.936193 2.363575 -0.433 -0.187 0.603
O 2.864763 -0.855610 3.428346 0.170 0.126 -0.135
N 0.910573 -0.925635 2.200434 0.533 -0.107 -0.078
C 0.150232 -0.569909 3.350389 -0.195 0.183 0.355
C -0.544616 -1.535808 4.103292 0.151 0.039 -0.205
C -1.407625 -1.123270 5.112436 -0.106 0.088 0.034
C -1.542976 0.214147 5.435805 0.028 -0.055 0.004
C -0.757624 1.145634 4.781193 -0.018 0.058 0.103
C 0.097613 0.782563 3.748136 0.024 -0.082 -0.141
C 1.002717 1.844766 3.151424 0.022 0.154 0.082
C 2.095273 2.202623 4.169756 0.023 -0.055 -0.124
C 0.249937 3.099170 2.702947 -0.024 -0.141 0.011
C -0.291033 -3.018333 3.935666 -0.067 -0.086 -0.005
C -1.556710 -3.805950 3.590193 0.116 0.071 -0.058
C 0.356846 -3.583592 5.206205 0.050 0.051 -0.088
H 2.717902 1.731372 -4.858179 -0.023 -0.008 0.004
H 1.505288 1.045237 -5.953277 0.011 0.059 0.000
H 2.467841 -0.024972 -4.934512 0.081 -0.120 -0.031
H 1.405823 0.888780 -2.895732 -0.014 -0.049 0.002
H -0.128745 2.699494 -4.806817 0.000 -0.004 -0.029
H 1.084695 3.178828 -3.612353 -0.032 -0.003 -0.025
H -0.461813 2.518871 -3.074658 0.047 0.027 -0.077
H -0.799994 0.901613 -5.852105 0.007 0.033 0.041
H -2.622390 -0.686136 -6.289419 -0.026 0.030 0.021
H -3.048732 -2.511464 -4.680677 -0.006 0.005 0.022
H -1.126185 -3.053933 -1.588269 -0.043 0.006 0.013
H -1.752047 -4.619204 -4.114266 -0.016 0.000 -0.010
H -1.308346 -5.297255 -2.530047 -0.024 -0.020 -0.023
H -0.143785 -4.319334 -3.432394 -0.004 -0.027 -0.037
H -3.787836 -3.730783 -2.894256 -0.015 0.010 -0.012
H -3.606985 -2.356867 -1.799846 -0.041 0.010 0.034
H -3.257526 -3.997584 -1.229863 -0.017 -0.028 -0.026
H 4.485887 -1.414923 -2.419766 -0.057 -0.040 -0.014
H 5.995386 -0.998997 -0.443695 0.012 0.028 0.002
H 4.931566 -0.773239 1.828794 -0.048 -0.037 0.038
H -1.966886 -1.862043 5.675536 0.035 -0.042 -0.031
H -2.222438 0.524362 6.220526 0.010 -0.002 0.009
H -0.805572 2.180907 5.097551 0.015 0.022 -0.067
H 1.495755 1.433790 2.269581 -0.074 0.003 0.026
H 1.660326 2.603447 5.088774 -0.021 0.010 -0.003
H 2.765480 2.959289 3.752896 -0.011 0.012 -0.004
H 2.679241 1.315666 4.408994 0.015 0.000 0.097
H -0.345488 3.525306 3.512638 0.018 0.036 0.037
H -0.410315 2.873518 1.865819 0.032 0.121 0.198
H 0.962097 3.858513 2.372915 -0.013 0.005 -0.055
H 0.424825 -3.147986 3.124949 -0.009 0.036 -0.081
H -2.330952 -3.669387 4.349718 0.030 -0.025 0.026
H -1.321516 -4.869208 3.516879 -0.050 -0.025 0.001
H -1.957614 -3.493463 2.627047 -0.041 -0.011 -0.045
H -0.374116 -3.672017 6.013920 0.014 0.031 0.028
H 1.169577 -2.937842 5.541089 0.020 -0.029 0.009
H 0.764700 -4.576468 5.005258 -0.030 -0.024 0.031
Te 0.479506 -3.933258 0.323223 -0.094 -0.639 0.233
C -1.194276 5.254405 -1.244915 0.055 -0.039 0.039
C -0.323790 4.061925 -0.938178 0.000 0.029 0.121
C 1.057851 4.150212 -1.029437 -0.013 0.031 0.108
C 1.831177 3.037304 -0.711125 -0.028 0.036 0.003
C 3.335040 3.087330 -0.795526 -0.057 -0.024 0.028
C 1.215652 1.866206 -0.314184 -0.058 -0.021 -0.074
C -0.185161 1.714610 -0.231279 0.028 0.094 -0.120
C -0.927138 2.873535 -0.549461 -0.079 0.027 -0.107
N -0.713668 0.506881 0.152719 -0.003 0.305 -0.004
C -2.155141 0.349179 0.365795 -0.332 0.063 -0.089
C -2.978340 0.537380 -0.930887 0.092 0.009 0.111
C -2.718823 1.211921 1.504110 0.067 -0.073 -0.067
C -2.290735 -1.116428 0.801295 0.215 0.562 0.065
H -0.645002 6.010948 -1.805815 -0.002 0.005 -0.005
H -1.549614 5.713625 -0.319009 -0.033 0.028 -0.024
H -2.067490 4.959120 -1.828772 -0.018 0.025 -0.003
H 1.531409 5.073169 -1.347082 -0.008 0.004 -0.011
H 3.674834 4.055993 -1.162608 0.028 -0.006 0.005
H 3.709937 2.311407 -1.467800 0.020 0.011 0.002
H 3.781368 2.914384 0.186724 0.036 0.003 -0.010
H 1.849980 1.041155 -0.037749 0.043 -0.159 -0.007
H -2.004713 2.872188 -0.506237 0.062 -0.035 -0.011
H -3.236048 1.578260 -1.113912 -0.010 -0.025 -0.047
H -3.916293 -0.018122 -0.863367 -0.022 -0.002 -0.018
H -2.408102 0.173614 -1.787508 -0.076 -0.051 -0.032
H -2.677543 2.275981 1.277684 -0.064 -0.014 0.035
H -2.146461 1.037945 2.415459 -0.042 -0.013 0.016
H -3.760811 0.935636 1.688580 -0.023 0.029 -0.006
H -1.619546 -1.713862 0.147604 -1.248 -0.719 -0.088
H -3.295055 -1.503060 0.643127 0.082 -0.200 -0.099
H -2.032760 -1.237682 1.853064 0.126 -0.097 -0.013